The following is a quantum chemistry calculation of a cluster of 7 separate species, C18H50ClN2O15 in total at a distorted geometry, from OMol25.

The geometry in XYZ format:
```
86
C18H50ClN2O15, DFT wB97M-V/def2-TZVPD
Cl 1.15166 0.41169 -0.13835
O 1.71930 -0.33093 0.97363
O 0.39815 -0.49930 -0.95539
O 0.26287 1.42357 0.37506
O 2.25615 0.95449 -0.90112
C 1.71360 -5.60316 -1.51546
O 1.54906 -5.37717 -2.89143
C 1.03542 -4.10117 -3.16360
C -0.50099 -4.05333 -3.09507
N -0.99439 -2.75129 -2.71778
C -2.29727 -2.79344 -2.08001
C -2.33557 -3.44673 -0.69321
O -2.91336 -4.72630 -0.80609
C -2.87497 -5.54587 0.32691
H 1.81055 -6.67483 -1.32994
H 0.85686 -5.31009 -0.90150
H 2.64448 -5.11774 -1.21565
H 1.32593 -3.83142 -4.17912
H 1.43997 -3.35357 -2.46984
H -0.76887 -4.84068 -2.37050
H -0.88959 -4.44088 -4.04303
H -0.28342 -2.24505 -2.20724
H -2.88937 -3.48598 -2.68908
H -2.81281 -1.83571 -2.10529
H -2.90197 -2.79118 -0.00961
H -1.35411 -3.51195 -0.20205
H -3.34747 -6.47988 0.05112
H -3.38272 -5.04360 1.15822
H -1.84441 -5.70682 0.66691
C 6.22931 -0.84238 2.68658
C 5.01839 -0.41533 1.88325
O 5.08992 -0.66045 0.50624
O 6.10126 -0.39863 4.02479
H 7.12426 -0.55073 2.11292
H 6.31180 -1.92912 2.78620
H 4.90959 0.67229 2.01838
H 4.15041 -0.90754 2.33512
H 4.23077 -0.56493 0.07466
H 5.74576 0.50142 4.00960
C 1.28502 0.30018 5.67803
C 1.76108 0.20415 4.25011
O 1.42035 1.36370 3.50822
O 1.35325 -0.97571 6.34270
H 0.23641 0.61276 5.58017
H 1.86756 0.98036 6.30968
H 1.28333 -0.66207 3.77246
H 2.83678 0.01294 4.13844
H 1.35068 1.17639 2.56904
H 0.70905 -0.94747 7.05157
C -2.77320 2.16210 -0.62898
C -4.26019 2.36296 -0.70674
O -4.91159 2.65156 0.53022
O -2.28673 1.96532 -1.95785
H -2.58690 1.20964 -0.10509
H -2.32899 2.98861 -0.06400
H -4.78014 1.53783 -1.20741
H -4.56977 3.17577 -1.38552
H -4.28003 3.14733 1.07482
H -1.36281 1.69288 -1.88259
C -2.94101 2.87526 3.23161
C -1.64260 2.12991 3.40587
O -0.65696 3.07275 3.80995
O -2.79675 3.86757 2.21216
H -3.25653 3.30991 4.18243
H -3.64680 2.10767 2.90499
H -1.29909 1.61004 2.50624
H -1.73430 1.37918 4.20794
H 0.20753 2.64343 4.02527
H -2.07505 4.43121 2.52547
C 0.49306 2.91185 -5.34379
C 0.74417 2.55810 -3.89538
C -0.37049 3.09053 -2.99874
O -0.18804 4.49490 -2.78772
C -1.16868 5.04834 -1.99188
N 0.69492 1.11247 -3.71548
H 0.32116 3.97810 -5.49782
H -0.44002 2.43689 -5.67411
H 1.27054 2.54696 -6.01950
H 1.69728 3.01154 -3.58854
H -0.23756 2.65003 -2.00208
H -1.35498 2.84859 -3.40795
H -1.44075 4.44420 -1.10487
H -2.15557 5.20716 -2.46189
H -0.88496 6.00984 -1.55571
H 0.88946 0.80247 -2.77237
H 1.32461 0.66561 -4.37065
```

Output
LUMO ... 2.4 eV
Gap between HOMO and LUMO ... 8.50 eV
Maximum force ... 0.0413 hartree/bohr
Net charge ... -1
Energy above the lowest of the compared OMol25 structures with the same formula, charge and spin ... 0.0 kcal/mol

Atom charges from the Löwdin analysis, given in e for atoms 1 to 6: 0.66, -0.36, -0.36, -0.34, -0.34, -0.12



The following is a quantum chemistry calculation of a structure of composition C18H50Li2O12 at a distorted geometry, from OMol25.

The geometry in XYZ format:
```
82
C18H50Li2O12, DFT wB97M-V/def2-TZVPD
Li -24.10193 17.56823 -5.99703
Li -21.73860 16.08712 -5.21793
C -22.22774 19.42288 -7.48812
C -21.38670 19.01027 -6.37199
O -22.03249 18.19827 -5.40081
H -22.41764 18.59129 -8.16671
H -21.63624 20.03547 -8.16853
H -23.09923 20.04837 -7.29483
H -21.03694 19.89723 -5.84373
H -20.41868 18.62460 -6.69183
C -24.56400 14.37560 -8.45763
C -23.29260 15.11715 -8.02332
O -23.33001 15.40403 -6.68192
H -24.35675 13.77163 -9.34102
H -25.34078 15.10582 -8.68453
H -25.04584 13.75566 -7.70159
H -23.08166 15.96992 -8.66861
H -22.47035 14.46864 -8.32571
C -23.80679 20.20488 -10.53274
C -24.90985 20.49795 -11.51051
C -24.39431 20.29135 -12.90187
O -26.04815 19.70605 -11.23456
H -23.65403 19.12565 -10.53905
H -24.01007 20.48155 -9.49822
H -22.91596 20.80586 -10.71536
H -25.30992 21.48998 -11.30091
H -23.72391 19.43190 -12.90107
H -23.95956 21.21205 -13.29098
H -25.16810 20.05274 -13.63154
H -25.75305 19.13839 -10.51882
C -19.62062 18.38005 -11.23564
C -19.56556 17.93929 -9.84203
C -19.68793 16.35983 -9.85951
O -18.20603 18.23616 -9.35167
H -19.41770 19.44074 -11.38349
H -20.55979 18.11651 -11.72205
H -18.85641 17.87102 -11.82298
H -20.30550 18.46368 -9.23739
H -19.54778 16.19444 -8.79129
H -18.96433 15.85658 -10.50079
H -20.73865 16.19142 -10.09555
H -17.99559 19.11039 -9.68789
C -20.69094 23.04397 -9.83145
C -19.81931 22.30217 -8.77202
O -18.58886 23.02076 -8.68528
O -20.84423 24.47861 -9.66977
H -21.67889 22.59608 -9.93853
H -20.22181 22.68683 -10.74822
H -19.68572 21.23876 -8.97058
H -20.37645 22.30271 -7.83516
H -18.78033 23.96068 -8.64672
H -20.52372 24.97801 -10.42441
C -24.22943 23.81365 -7.19178
C -25.32577 22.71422 -7.30088
O -26.47507 23.14262 -6.53132
O -23.38179 23.71025 -5.98330
H -24.61536 24.80013 -7.44874
H -23.50082 23.82563 -8.00238
H -25.02613 21.71853 -6.97391
H -25.60216 22.70403 -8.35521
H -26.47837 22.71491 -5.67187
H -23.29754 24.55682 -5.53854
C -18.67442 20.89291 -3.86898
C -18.11880 19.40542 -4.07017
O -19.00499 18.35431 -3.97931
O -19.17287 21.13341 -2.54532
H -19.43463 20.88803 -4.65011
H -17.88225 21.54408 -4.23849
H -17.41623 19.13955 -3.28035
H -17.61000 19.33409 -5.03148
H -19.32736 18.24353 -4.87676
H -18.41928 21.14862 -1.95078
C -16.50610 16.88162 -7.00135
C -15.82464 16.64410 -5.61270
O -15.78475 15.27777 -5.28232
O -17.90513 16.93253 -6.91654
H -16.17951 16.14117 -7.73154
H -16.19848 17.88077 -7.30985
H -16.17939 17.26883 -4.79297
H -14.79336 16.99123 -5.67641
H -16.68455 15.12865 -4.98276
H -18.27159 17.18094 -7.76837
```

Output
LUMO ... -0.6 eV
Gap between HOMO and LUMO ... 7.35 eV
Maximum force ... 0.0634 hartree/bohr
Energy above the lowest of the compared OMol25 structures with the same formula, charge and spin ... 24.6 kcal/mol

Atom charges from the Löwdin analysis, given in e for atoms 1 to 6: 0.76, 0.76, -0.13, -0.48, -0.47, 0.07



The following is a quantum chemistry calculation of a cluster of 5 separate species, C18H50N4O7 in total at a distorted geometry, from OMol25.

The geometry in XYZ format:
```
79
C18H50N4O7, DFT wB97M-V/def2-TZVPD
N -1.52972 -1.62339 3.26615
H -0.88020 -2.28499 2.88236
H -1.34563 -0.68229 3.78291
H -2.17005 -2.07790 4.05766
H -2.24355 -1.35986 2.58960
O 0.44639 -0.27030 1.81064
H 0.34932 0.58618 1.27548
C -4.17071 3.54148 2.83588
O -3.26907 2.82831 2.02121
C -2.50294 1.84581 2.74228
C -1.15696 2.54892 3.18029
N -0.25402 1.63250 3.73066
C 0.99603 2.19531 4.25810
C 2.17925 1.19637 4.29117
O 3.27938 1.94055 4.89344
C 4.51395 1.37805 4.55101
H -4.87828 2.95874 3.21458
H -4.71071 4.30174 2.32846
H -3.66319 4.02913 3.53797
H -2.17292 1.19022 1.92107
H -2.85500 1.39204 3.65433
H -1.36088 3.34144 3.97804
H -0.84172 3.04699 2.20905
H -0.03126 0.86614 2.96806
H 0.99305 2.71686 5.26644
H 1.25679 2.86386 3.43034
H 2.26322 0.90866 3.19611
H 1.87387 0.23847 4.97101
H 4.51255 1.27088 3.37407
H 4.85953 0.38281 4.94963
H 5.21663 2.15039 4.63921
C 1.87225 -5.24103 -0.24394
O 0.47853 -5.11735 0.07867
C 0.09165 -3.88090 0.70790
C -0.33309 -2.93234 -0.44634
N -1.05662 -1.79758 0.04484
C -1.62788 -1.10147 -1.08692
C -2.30449 0.17662 -0.50017
O -2.74671 0.94036 -1.63513
C -3.28232 2.18920 -1.20673
H 2.35200 -4.50535 -0.90212
H 2.04014 -6.16102 -0.85980
H 2.37626 -5.47198 0.65535
H 0.95391 -3.34693 1.33701
H -0.77391 -3.68573 1.33678
H -0.92221 -3.53019 -1.06690
H 0.70280 -2.79198 -1.08053
H -0.27757 -1.37830 0.58531
H -2.21028 -1.82600 -1.65686
H -0.84886 -0.81856 -1.94180
H -1.59838 0.88751 -0.03608
H -3.12518 -0.09502 0.09113
H -2.52596 3.01720 -0.89361
H -3.93373 2.05164 -0.43164
H -3.84521 2.69614 -1.96215
C 0.77418 -2.92665 -7.66712
O 1.41165 -2.48944 -6.48778
C 0.64690 -1.58034 -5.73943
C 1.70447 -0.92698 -4.71343
N 1.04177 0.07056 -3.99287
C 1.98815 0.77591 -3.16952
C 1.14450 1.41671 -2.07468
O 1.80577 2.28539 -1.19870
C 1.06673 2.70021 -0.09108
H 0.02026 -3.56624 -7.45553
H 1.47194 -3.53758 -8.28541
H 0.48475 -2.11518 -8.32822
H -0.14454 -2.04906 -5.25834
H 0.22062 -0.83205 -6.36514
H 2.61086 -0.58799 -5.50969
H 2.20013 -1.66709 -3.99945
H 0.50888 0.64380 -4.75002
H 2.59157 1.44212 -3.63614
H 2.80929 0.24764 -2.70476
H 0.63495 0.75013 -1.57386
H 0.53800 2.13828 -2.33182
H 1.69451 3.18910 0.51282
H 0.48999 2.01006 0.50543
H 0.12635 3.27863 -0.37874
```

Output
LUMO ... -0.5 eV
Gap between HOMO and LUMO ... 7.34 eV
Maximum force ... 0.1246 hartree/bohr
Energy above the lowest of the compared OMol25 structures with the same formula, charge and spin ... 0.0 kcal/mol

Atom charges from the Löwdin analysis, given in e for atoms 1 to 6: 0.26, 0.08, 0.15, 0.20, 0.11, -0.44



The following is a quantum chemistry calculation of a structure of composition C18H51F3O11Y at a distorted geometry, from OMol25.

The geometry in XYZ format:
```
84
C18H51F3O11Y, DFT wB97M-V/def2-TZVPD
Y -0.66098 -4.69171 -0.32625
C 0.45238 -0.64767 0.98283
C -0.10933 -1.94346 1.57520
O 0.45909 -3.14055 1.09764
H 0.12476 0.28597 1.44008
H 0.35285 -0.60809 -0.10188
H 1.54036 -0.60572 1.03421
H -1.19726 -1.93613 1.50818
H 0.19702 -1.92945 2.62116
C -0.14458 -2.24257 -3.05474
O -1.10928 -2.56810 -4.09513
O -0.01473 -3.43860 -2.34735
C 1.22185 -1.52221 -3.57041
F 2.04097 -2.32512 -4.20229
F 0.94250 -0.48533 -4.41181
F 1.90756 -0.90036 -2.56607
C -0.67016 -3.09296 -5.32086
C -1.99083 -3.12557 -6.08728
H -2.59512 -3.92073 -5.65065
H -2.49932 -2.16238 -6.04460
H -1.92897 -3.32869 -7.15639
H -0.28227 -4.10463 -5.20192
H -0.10441 -2.44968 -5.99481
H -0.58248 -1.47672 -2.41457
O 3.59761 -3.80070 2.44450
H 3.61815 -3.62663 3.38552
H 3.05570 -3.09961 2.08253
O 0.95239 -4.52902 3.61730
H 0.85191 -3.94428 2.86616
H 1.52571 -4.05231 4.21754
O 3.08258 -3.02348 -0.67165
H 2.62511 -2.20617 -0.86901
H 2.39322 -3.61980 -0.37936
O -2.45024 -3.16652 -0.87902
H -2.79974 -3.40826 -1.73673
H -3.13938 -2.63533 -0.48010
C -1.23347 2.42761 -2.97025
C -2.45653 1.51273 -2.71990
C -2.70514 1.25828 -1.26926
O -3.62762 2.15077 -3.18343
H -0.96453 2.50080 -4.02402
H -0.38530 2.00556 -2.43120
H -1.29393 3.48658 -2.71919
H -2.29419 0.57944 -3.25909
H -3.47409 0.49342 -1.16052
H -3.03120 2.18952 -0.80602
H -1.80589 1.02584 -0.69879
H -3.69730 3.02009 -2.78215
C -0.91272 3.16648 0.83182
C 0.22549 3.91481 1.62150
C 1.61766 3.49758 1.28877
O 0.09616 5.25627 1.34893
H -0.72172 3.30508 -0.23232
H -1.84818 3.58142 1.20710
H -0.92125 2.11390 1.11482
H 0.07279 3.78856 2.69333
H 1.71235 3.63709 0.21189
H 1.78697 2.44770 1.52792
H 2.50607 4.05953 1.57690
H 0.72048 5.75160 1.88417
C -1.81587 0.64998 3.58869
C -3.01549 1.32908 4.31397
C -3.91531 2.19445 3.39299
O -3.86406 0.41060 4.81709
H -2.12752 0.12265 2.68708
H -1.35986 -0.02985 4.30841
H -1.02376 1.34645 3.31374
H -2.73312 1.98601 5.13665
H -3.41352 3.12376 3.12339
H -4.76697 2.35276 4.05459
H -4.28560 1.68518 2.50326
H -3.76742 0.50467 5.76756
C 3.85238 0.59873 2.17167
C 4.31900 0.34453 0.68863
C 3.87508 1.45147 -0.22515
O 5.74704 0.38588 0.70108
H 4.04158 -0.24333 2.83744
H 2.76667 0.68375 2.21759
H 4.22508 1.53257 2.59256
H 3.84265 -0.54735 0.28152
H 4.32685 1.35101 -1.21202
H 4.14284 2.43915 0.15019
H 2.79391 1.36468 -0.33305
H 6.12790 1.26506 0.76113
```

Output
LUMO ... -6.4 eV
Gap between HOMO and LUMO ... 5.37 eV
Maximum force ... 0.1352 hartree/bohr
Net charge ... +1

Atom charges from the Löwdin analysis, given in e for atoms 1 to 6: 1.99, -0.05, -0.37, -0.40, 0.05, 0.06



The following is a quantum chemistry calculation of a cluster of 8 separate species, C18H51NO19S5 in total at a distorted geometry, from OMol25.

The geometry in XYZ format:
```
94
C18H51NO19S5, DFT wB97M-V/def2-TZVPD
C 2.98268 1.44127 3.41715
O 3.71044 2.34422 4.22623
H 1.93241 1.35587 3.69897
H 3.15688 1.57248 2.34877
H 3.36264 0.43139 3.61372
H 3.11849 2.94265 4.68352
C -3.40134 -0.00376 -1.15810
O -4.22737 0.51654 -0.14409
H -3.88592 -0.72302 -1.82087
H -3.12903 0.74053 -1.91662
H -2.49571 -0.46231 -0.76457
H -3.75868 1.25860 0.25570
O 9.85904 -0.10576 -1.22113
S 9.75904 -0.80183 0.04166
O 10.73793 -0.60459 1.05475
O 8.33833 -0.48549 0.73001
C 7.19503 -0.24435 -0.06995
C 6.28856 0.77128 0.56400
C 9.54747 -2.54347 -0.29407
H 6.60736 -1.16723 -0.21106
H 7.39539 -0.09005 -1.13361
H 6.07966 0.68211 1.63400
H 5.29098 0.96865 0.16842
H 6.75966 1.76259 0.53790
H 8.57724 -2.68536 -0.76831
H 9.49156 -3.05211 0.66626
H 10.35073 -2.88352 -0.93919
O -1.51619 -2.50476 -2.08022
S -0.78621 -3.32451 -1.15286
O -0.26921 -2.83406 0.11329
O -1.75513 -4.56429 -0.67163
C -3.03051 -4.74502 -1.30411
C -4.05474 -3.94972 -0.53262
C 0.54439 -4.24912 -1.96676
H -3.24814 -5.81281 -1.33059
H -3.06622 -4.40271 -2.34418
H -3.95125 -4.22547 0.52155
H -5.08472 -4.17782 -0.80643
H -3.78600 -2.89675 -0.60684
H 1.23897 -3.44862 -2.21988
H 0.20015 -4.91308 -2.75166
H 1.01963 -4.85664 -1.19814
O 0.34223 -2.05646 -7.92749
S 0.87985 -1.13739 -6.95944
O 2.24220 -0.65454 -7.05518
O -0.15033 0.11792 -6.94664
C 0.33357 1.35834 -6.37531
C -0.60289 2.50004 -6.67559
C 0.56160 -1.84149 -5.35564
H 1.30261 1.58209 -6.82627
H 0.50514 1.10851 -5.32259
H -1.48642 2.58673 -6.03915
H -1.04954 2.38545 -7.66603
H -0.07218 3.44873 -6.63760
H -0.50568 -2.04518 -5.30753
H 0.87097 -1.21770 -4.52299
H 1.07628 -2.79464 -5.48886
O -3.13168 3.32548 0.65773
S -2.50336 3.46528 1.95313
O -1.31491 2.75010 2.35414
O -2.27554 5.05438 2.06631
C -1.53471 5.58892 3.16410
C -1.49410 7.11039 3.04603
C -3.74298 3.27258 3.21497
H -0.55095 5.12126 3.22071
H -2.03208 5.36159 4.11324
H -2.51652 7.36436 2.76510
H -0.74664 7.45405 2.33687
H -1.26619 7.52501 4.02586
H -3.54416 2.31859 3.69856
H -4.69296 3.17941 2.68749
H -3.88386 4.08335 3.92192
O -4.59834 -0.22535 6.11828
S -5.05498 -0.41124 4.79687
O -5.42592 0.67930 3.92786
O -3.94012 -1.33344 4.04907
C -3.88775 -1.35935 2.62973
C -2.40456 -1.37324 2.23503
C -6.39256 -1.62802 4.80575
H -4.48672 -0.59845 2.12913
H -4.31371 -2.28821 2.22426
H -1.89825 -2.22523 2.68223
H -1.98929 -0.40330 2.51058
H -2.28407 -1.50400 1.15975
H -6.26365 -2.21605 5.71050
H -6.31704 -2.14428 3.85446
H -7.38432 -1.18297 4.88311
C 0.36469 0.34727 0.40300
N 1.32718 0.18443 -0.70889
O 0.89144 -0.19927 -1.78864
O 2.51525 0.40097 -0.49028
H -0.50024 -0.24558 0.13487
H 0.15303 1.41550 0.41404
H 0.77484 -0.03458 1.33106
```

Output
LUMO ... 0.0 eV
Gap between HOMO and LUMO ... 10.37 eV
Maximum force ... 0.0542 hartree/bohr
Energy above the lowest of the compared OMol25 structures with the same formula, charge and spin ... 0.0 kcal/mol

Atom charges from the Löwdin analysis, given in e for atoms 1 to 6: -0.17, -0.11, 0.08, 0.06, 0.08, 0.07